{
  "formula": "C31H69BClFN3O12P",
  "method": "ωB97M-V/def2-TZVPD",
  "species": ["C", "C", "B", "O", "C", "N", "C", "C", "O", "C", "F", "C", "C", "P", "O", "Cl", "C", "N", "C", "N", "C", "C", "C", "H", "H", "H", "H", "H", "H", "H", "H", "H", "H", "H", "H", "H", "H", "H", "C", "C", "O", "H", "H", "H", "H", "H", "H", "C", "C", "O", "H", "H", "H", "H", "H", "H", "C", "C", "O", "H", "H", "H", "H", "H", "H", "C", "C", "O", "H", "H", "H", "H", "H", "H", "C", "C", "O", "H", "H", "H", "H", "H", "H", "C", "C", "O", "H", "H", "H", "H", "H", "H", "C", "C", "O", "H", "H", "H", "H", "H", "H", "C", "C", "O", "H", "H", "H", "H", "H", "H", "C", "C", "O", "H", "H", "H", "H", "H", "H"],
  "coordinates": [[-1.078, 0.146, -1.826], [-0.549, -0.868, -2.882], [0.875, -1.391, -2.502], [1.807, -1.670, -3.496], [1.276, -1.634, -0.980], [2.343, -1.026, -0.533], [2.626, -1.303, 0.773], [3.783, -0.718, 1.350], [4.564, 0.125, 0.595], [4.121, -0.993, 2.652], [5.231, -0.448, 3.174], [3.352, -1.850, 3.449], [2.221, -2.414, 2.904], [1.162, -3.544, 3.859], [1.869, -3.358, 5.327], [-0.601, -2.422, 4.021], [1.849, -2.153, 1.564], [0.725, -2.751, 1.073], [0.455, -2.495, -0.171], [-0.684, -3.108, -0.723], [-0.589, -4.376, -0.875], [0.599, -5.093, -1.455], [-1.754, -5.232, -0.477], [-1.695, 0.887, -2.328], [-0.213, 0.665, -1.410], [-1.636, -0.355, -1.042], [-0.561, -0.477, -3.899], [-1.205, -1.745, -2.878], [1.390, -2.314, -4.081], [5.094, -0.445, 0.026], [3.615, -2.092, 4.467], [1.419, -3.979, 5.911], [1.536, -4.557, -1.329], [0.390, -5.231, -2.516], [0.697, -6.073, -0.992], [-1.654, -5.498, 0.573], [-1.728, -6.165, -1.046], [-2.680, -4.703, -0.681], [-4.474, -4.466, -3.488], [-3.487, -3.901, -4.491], [-2.183, -3.796, -3.914], [-4.516, -3.832, -2.600], [-5.473, -4.538, -3.917], [-4.165, -5.463, -3.161], [-3.784, -2.902, -4.801], [-3.436, -4.534, -5.382], [-1.910, -4.679, -3.648], [-5.061, 0.407, 1.672], [-3.616, 0.433, 1.212], [-3.503, 0.135, -0.181], [-5.503, -0.571, 1.481], [-5.136, 0.625, 2.739], [-5.656, 1.144, 1.129], [-3.029, -0.315, 1.743], [-3.174, 1.418, 1.401], [-4.008, 0.800, -0.659], [-7.575, 4.968, 1.201], [-8.167, 3.599, 0.922], [-7.828, 2.667, 1.946], [-6.490, 4.907, 1.283], [-7.827, 5.673, 0.407], [-7.949, 5.364, 2.149], [-7.777, 3.198, -0.013], [-9.258, 3.660, 0.842], [-8.178, 3.003, 2.776], [1.042, 2.564, 0.863], [1.981, 3.167, -0.168], [3.292, 3.339, 0.359], [0.993, 3.199, 1.748], [0.036, 2.445, 0.458], [1.404, 1.584, 1.185], [1.631, 4.152, -0.475], [2.032, 2.525, -1.055], [3.612, 2.469, 0.623], [-8.281, -2.854, -6.654], [-7.132, -2.554, -5.709], [-5.891, -2.470, -6.408], [-8.103, -3.791, -7.182], [-9.225, -2.930, -6.112], [-8.377, -2.069, -7.407], [-7.028, -3.347, -4.972], [-7.309, -1.613, -5.179], [-5.971, -1.762, -7.053], [-4.244, 9.015, 1.626], [-5.162, 7.812, 1.743], [-4.483, 6.602, 1.416], [-3.844, 9.089, 0.614], [-4.774, 9.938, 1.863], [-3.394, 8.919, 2.305], [-5.999, 7.901, 1.051], [-5.563, 7.735, 2.759], [-3.748, 6.505, 2.028], [5.673, -3.189, -5.212], [5.358, -3.532, -3.767], [4.791, -2.425, -3.079], [6.363, -2.346, -5.258], [6.120, -4.039, -5.731], [4.765, -2.895, -5.745], [6.267, -3.807, -3.233], [4.662, -4.380, -3.719], [3.977, -2.180, -3.536], [6.237, 2.940, 2.486], [6.969, 3.337, 3.752], [6.429, 2.666, 4.894], [5.175, 3.173, 2.569], [6.643, 3.462, 1.618], [6.317, 1.864, 2.316], [6.873, 4.405, 3.937], [8.036, 3.096, 3.666], [6.515, 1.719, 4.743], [10.974, 1.495, 5.774], [9.951, 1.350, 6.888], [9.091, 2.479, 6.956], [11.572, 2.394, 5.924], [11.640, 0.632, 5.736], [10.477, 1.592, 4.806], [10.448, 1.272, 7.854], [9.349, 0.447, 6.737], [8.627, 2.551, 6.114]],
  "atomic_forces_ev_per_a": [[0.77, -0.33, -0.80], [-0.04, -0.28, 0.55], [-0.36, 0.23, -0.27], [0.18, -0.83, 0.59], [-0.07, 0.64, -0.94], [-0.33, -0.64, 0.48], [0.71, 0.47, 0.40], [0.23, 0.19, -0.01], [0.02, -0.24, 0.41], [-0.18, -0.10, -0.10], [0.08, 0.02, 0.02], [-0.45, -0.16, -0.36], [-0.07, 0.27, 0.51], [-0.29, -0.60, -0.54], [-0.18, 0.28, -0.18], [0.27, 0.14, 0.14], [-0.24, -0.10, 0.14], [0.26, -0.16, -0.05], [0.17, 0.36, -1.10], [0.45, -0.63, 1.63], [-0.50, 0.32, 0.03], [0.16, -0.04, 0.88], [-0.01, -0.27, -1.52], [-0.25, 0.06, 0.20], [-0.17, 0.25, 0.27], [0.11, 0.17, -0.08], [0.04, 0.11, -0.04], [-0.12, -0.02, -0.15], [-0.02, 0.45, -0.60], [0.03, 0.26, -0.39], [0.21, 0.23, 0.06], [0.19, -0.04, 0.26], [0.02, 0.13, -0.13], [0.04, -0.05, -0.09], [0.09, -0.13, -0.11], [0.02, 0.24, 0.17], [-0.23, -0.09, 0.06], [-0.15, 0.03, 0.30], [0.06, 0.04, 0.08], [0.06, -0.27, 0.17], [0.11, 0.12, -0.06], [-0.03, 0.05, -0.04], [0.00, -0.05, 0.00], [-0.05, -0.04, -0.07], [0.10, 0.03, -0.02], [-0.11, 0.08, -0.06], [-0.05, -0.04, 0.00], [0.02, -0.08, -0.09], [-0.23, 0.15, -0.13], [-0.29, -0.06, 0.34], [0.05, -0.04, 0.05], [-0.04, 0.04, -0.01], [0.00, 0.08, 0.11], [0.07, -0.02, -0.10], [0.04, -0.04, 0.13], [0.00, -0.01, -0.04], [0.10, -0.07, 0.01], [-0.12, 0.18, 0.34], [0.07, -0.09, -0.18], [0.01, 0.03, -0.07], [-0.01, 0.02, 0.02], [-0.09, 0.03, -0.05], [0.01, -0.10, 0.04], [0.01, 0.03, -0.16], [0.01, -0.01, 0.03], [0.00, 0.05, 0.04], [0.13, -0.32, 0.14], [-0.09, 0.15, 0.02], [-0.02, 0.04, -0.02], [0.01, -0.04, 0.01], [-0.04, -0.04, -0.07], [0.08, 0.03, -0.01], [-0.12, 0.05, -0.05], [0.12, -0.07, -0.08], [0.04, -0.07, -0.03], [-0.05, 0.25, -0.30], [-0.02, -0.15, 0.16], [-0.01, -0.03, 0.05], [-0.01, 0.02, -0.01], [-0.05, 0.05, 0.05], [0.09, 0.01, 0.01], [-0.07, -0.07, 0.11], [0.06, 0.00, -0.03], [0.02, -0.02, -0.07], [0.29, -0.03, 0.19], [-0.13, 0.01, -0.11], [-0.05, 0.01, -0.02], [0.02, 0.00, 0.02], [-0.05, 0.04, 0.06], [0.00, -0.10, -0.02], [-0.11, 0.09, -0.04], [0.03, -0.03, -0.01], [0.05, 0.01, 0.01], [-0.27, 0.19, -0.11], [0.18, -0.10, 0.00], [0.04, -0.02, 0.02], [-0.02, 0.01, -0.02], [-0.02, -0.07, -0.01], [-0.02, 0.01, 0.06], [0.12, -0.11, -0.03], [-0.12, 0.13, 0.26], [-0.05, -0.03, 0.00], [-0.09, -0.38, -0.08], [0.25, 0.16, 0.10], [0.02, 0.10, -0.01], [-0.03, -0.02, -0.02], [0.07, 0.01, -0.06], [-0.01, -0.02, 0.12], [0.03, 0.14, -0.07], [-0.14, -0.03, -0.04], [0.04, 0.03, 0.03], [-0.18, 0.12, -0.32], [0.18, -0.02, 0.10], [0.02, -0.02, 0.04], [-0.01, 0.00, -0.03], [0.00, -0.08, -0.01], [-0.06, 0.03, 0.04], [0.12, -0.09, 0.07], [-0.21, 0.06, 0.10]],
  "lowdin_charge": [-0.09, -0.14, -0.41, 0.12, -0.08, 0.23, -0.14, -0.18, 0.06, -0.20, 0.08, 0.01, -0.36, 0.58, -0.36, 0.16, -0.24, 0.18, -0.28, 0.17, -0.37, 0.00, -0.02, 0.07, 0.05, 0.05, 0.10, 0.08, 0.11, 0.13, 0.11, 0.04, 0.08, 0.09, 0.09, 0.10, 0.08, 0.08, -0.08, -0.30, -0.10, 0.08, 0.05, 0.07, 0.10, 0.11, 0.06, -0.09, -0.31, -0.11, 0.08, 0.08, 0.06, 0.11, 0.11, 0.08, -0.10, -0.32, -0.09, 0.06, 0.08, 0.07, 0.11, 0.11, 0.08, -0.08, -0.31, -0.09, 0.08, 0.07, 0.06, 0.11, 0.10, 0.05, -0.09, -0.32, -0.09, 0.08, 0.07, 0.07, 0.09, 0.11, 0.08, -0.09, -0.33, -0.09, 0.08, 0.07, 0.07, 0.11, 0.11, 0.08, -0.09, -0.33, -0.09, 0.08, 0.07, 0.07, 0.11, 0.10, 0.05, -0.09, -0.31, -0.08, 0.07, 0.08, 0.06, 0.11, 0.10, 0.07, -0.10, -0.33, -0.08, 0.07, 0.07, 0.07, 0.11, 0.11, 0.05],
  "total_charge": 0,
  "total_energy_ev": -87510.840,
  "smiles": "CCB(O)c1nc2c(O)c(F)cc(P(O)Cl)c2nc1N=C(C)C.CCO.CCO.CCO.CCO.CCO.CCO.CCO.CCO.CCO"
}

{
  "formula": "C31H69Cl8N4O12P",
  "method": "ωB97M-V/def2-TZVPD",
  "species": ["C", "C", "C", "O", "C", "N", "H", "H", "H", "H", "H", "H", "H", "H", "H", "H", "H", "H", "C", "C", "C", "O", "C", "N", "H", "H", "H", "H", "H", "H", "H", "H", "H", "H", "H", "H", "P", "O", "O", "O", "O", "Cl", "O", "O", "O", "O", "C", "C", "C", "C", "C", "C", "N", "O", "C", "C", "C", "H", "H", "H", "H", "H", "H", "H", "H", "H", "H", "H", "H", "H", "H", "H", "H", "H", "H", "C", "C", "C", "C", "C", "C", "N", "O", "C", "C", "C", "H", "H", "H", "H", "H", "H", "H", "H", "H", "H", "H", "H", "H", "H", "H", "H", "H", "H", "Cl", "C", "C", "Cl", "H", "H", "H", "H", "Cl", "C", "C", "Cl", "H", "H", "H", "H", "C", "Cl", "Cl", "Cl", "H"],
  "coordinates": [[9.932, -1.180, 1.950], [10.294, -2.491, 1.290], [11.323, -3.366, 1.949], [11.534, -4.478, 1.060], [12.433, -5.352, 1.602], [8.911, -3.210, 0.931], [8.338, -2.706, 0.269], [9.051, -4.074, 0.428], [8.373, -3.315, 1.778], [10.707, -0.414, 1.939], [9.522, -1.343, 2.947], [9.183, -0.749, 1.286], [10.614, -2.277, 0.270], [10.942, -3.732, 2.902], [12.224, -2.830, 2.248], [13.201, -5.108, 2.336], [12.951, -5.938, 0.843], [11.828, -6.100, 2.116], [2.646, -2.139, 0.541], [1.980, -0.817, 0.099], [1.965, 0.257, 1.217], [1.513, 1.513, 0.791], [1.316, 2.433, 1.853], [2.754, -0.245, -1.087], [2.621, -0.894, -1.850], [2.469, 0.641, -1.481], [3.762, -0.251, -1.021], [2.846, -2.789, -0.310], [2.053, -2.667, 1.288], [3.644, -2.052, 0.969], [0.952, -1.055, -0.172], [2.959, 0.452, 1.620], [1.479, -0.114, 2.120], [0.782, 3.270, 1.404], [2.283, 2.786, 2.212], [0.813, 1.971, 2.703], [6.499, -2.499, -3.374], [5.015, -2.657, -3.867], [7.455, -2.055, -4.491], [6.796, -3.951, -2.959], [6.560, -1.510, -2.145], [-0.370, -5.508, -4.051], [-0.002, -6.888, -3.733], [0.289, -5.065, -5.288], [-1.804, -5.357, -4.237], [0.221, -4.718, -3.050], [-1.114, 4.596, -4.824], [-2.077, 3.575, -4.177], [-3.597, 3.983, -4.410], [-4.554, 2.914, -3.880], [-4.251, 1.665, -4.606], [-2.769, 1.085, -4.353], [-1.810, 2.235, -4.690], [-0.409, 1.836, -4.637], [-2.570, 0.426, -2.989], [-2.700, -0.084, -5.284], [-1.909, 3.819, -2.627], [-0.077, 4.518, -4.499], [-1.528, 5.604, -4.823], [-0.962, 4.498, -5.899], [-3.680, 4.946, -3.906], [-3.884, 4.131, -5.451], [-5.509, 3.284, -4.255], [-4.574, 2.710, -2.809], [-4.456, 1.770, -5.671], [-5.014, 0.941, -4.321], [-2.473, 1.228, -2.258], [-3.425, -0.155, -2.644], [-1.609, -0.083, -3.065], [-3.002, 0.225, -6.285], [-1.734, -0.574, -5.164], [-3.289, -0.944, -4.967], [-2.829, 3.630, -2.073], [-1.711, 4.865, -2.395], [-1.084, 3.255, -2.190], [-4.263, 2.441, 2.828], [-5.557, 2.230, 3.587], [-5.780, 3.471, 4.425], [-7.201, 3.646, 4.984], [-8.166, 3.595, 3.843], [-8.138, 2.281, 3.019], [-6.679, 2.071, 2.618], [-6.554, 1.036, 1.655], [-8.848, 1.129, 3.837], [-8.948, 2.591, 1.768], [-5.334, 1.067, 4.556], [-3.422, 2.572, 3.509], [-4.365, 3.226, 2.078], [-4.135, 1.517, 2.264], [-5.223, 3.487, 5.362], [-5.580, 4.319, 3.770], [-7.333, 4.491, 5.659], [-7.400, 2.852, 5.703], [-7.898, 4.374, 3.130], [-9.172, 3.893, 4.140], [-8.453, 1.072, 4.851], [-9.929, 1.139, 3.978], [-8.544, 0.145, 3.479], [-10.006, 2.584, 2.032], [-8.631, 3.424, 1.142], [-8.774, 1.821, 1.016], [-4.698, 0.322, 4.077], [-6.272, 0.538, 4.723], [-4.959, 1.388, 5.528], [-5.472, -6.047, 0.707], [-4.673, -4.771, 1.643], [-3.430, -4.339, 0.896], [-2.559, -3.031, 1.629], [-4.253, -5.106, 2.591], [-5.324, -3.946, 1.934], [-3.707, -3.952, -0.084], [-2.647, -5.054, 0.643], [4.782, 3.891, -3.758], [6.365, 3.093, -3.553], [6.649, 2.961, -2.049], [6.709, 4.591, -1.180], [7.082, 3.661, -4.146], [6.246, 2.168, -4.117], [7.488, 2.300, -1.834], [5.822, 2.588, -1.444], [-0.325, -5.761, 5.167], [0.004, -6.447, 3.528], [0.584, -4.264, 5.478], [0.055, -6.995, 6.376], [-1.392, -5.594, 5.317]],
  "atomic_forces_ev_per_a": [[-0.59, -0.07, -0.29], [-0.84, 0.52, -1.74], [-1.50, -1.21, -0.05], [0.46, 2.65, 0.18], [0.20, -3.31, 0.49], [2.08, 0.45, 0.27], [-0.37, 1.20, -0.61], [0.31, -0.91, 0.25], [-0.63, -0.56, 0.96], [0.51, -0.38, 0.21], [-0.01, 0.21, 0.00], [-0.40, 0.18, 0.31], [0.40, 0.04, 0.07], [-0.26, -0.22, 0.18], [0.29, 0.32, -0.66], [-0.11, 1.30, -0.08], [-0.02, 0.33, -0.45], [0.04, -0.43, 0.45], [0.53, 0.18, -0.16], [0.77, 0.67, 1.42], [1.25, -0.14, 0.36], [-1.05, -0.36, -0.49], [0.56, -0.08, -0.57], [-0.84, -1.17, -0.53], [-0.03, -0.68, -0.76], [-0.41, 0.62, 0.45], [1.02, -0.07, 0.61], [-0.51, -0.12, -0.17], [-0.27, 0.10, -0.25], [0.04, 0.66, 0.13], [0.14, 0.36, -0.64], [0.75, -0.50, -0.28], [-0.84, -0.20, -0.20], [-0.15, -0.06, 0.38], [0.19, 0.13, 0.09], [-0.40, 0.05, -0.08], [0.79, 1.75, 0.00], [0.24, 0.04, 0.30], [-0.67, -0.07, 0.53], [-0.16, -0.56, 0.42], [-0.34, -0.44, -0.20], [2.11, -1.11, -3.13], [-1.08, 0.29, -0.51], [-0.95, -0.90, 0.24], [0.18, -0.06, 0.91], [-0.55, 1.83, 2.62], [0.04, -0.22, -1.46], [-0.50, 1.92, 0.46], [1.40, -0.44, 0.58], [-0.04, 1.31, -0.76], [0.76, -1.38, 0.36], [-2.51, 0.43, -0.69], [4.13, -3.09, 1.19], [-5.35, 1.63, -0.15], [0.45, 2.18, 0.65], [1.01, -0.54, -0.72], [0.07, -0.51, 0.03], [-0.28, 0.21, 0.72], [0.12, 0.12, 0.93], [-0.45, -0.81, -0.31], [-0.25, 0.05, 0.02], [0.45, 0.01, -0.23], [-0.55, -0.22, 0.66], [0.02, 0.48, 0.05], [0.55, 0.25, -0.23], [0.37, -0.58, 0.27], [0.22, -0.08, 0.39], [0.24, -0.37, -0.49], [-0.28, -0.40, 0.41], [0.53, -0.44, -0.24], [0.51, 0.45, -0.95], [-0.83, 0.51, 0.21], [0.08, -0.48, 0.00], [0.17, 0.15, -0.51], [-0.03, -0.17, -0.13], [-0.40, -0.91, -0.98], [0.52, 0.41, 0.83], [-1.59, 1.28, 0.78], [0.06, -0.94, 0.20], [-0.22, 0.46, -0.43], [-0.47, 1.15, 0.64], [-1.02, -4.07, -2.22], [0.01, 3.62, 3.50], [1.84, -0.52, 0.23], [0.30, -1.33, -1.14], [-0.99, -1.15, -0.60], [-0.10, 0.19, -0.08], [0.19, 0.28, 0.26], [0.46, 0.01, -0.11], [1.06, -0.04, -0.67], [0.27, 0.35, 0.33], [0.28, 0.62, -0.56], [-0.05, -0.60, -0.12], [0.24, 0.21, -0.07], [-0.29, -0.54, 0.05], [0.10, 0.46, 0.21], [0.02, 0.55, -0.65], [-0.26, 0.00, -0.62], [0.05, 0.37, -0.20], [-0.05, 0.74, 0.84], [-0.32, -0.66, 0.31], [0.24, 0.02, 0.26], [-0.10, 0.04, 0.22], [0.23, -0.03, -0.25], [-0.14, 0.16, 0.38], [1.60, 0.01, 0.95], [-0.22, 0.35, -2.42], [0.39, 1.07, 1.13], [-0.60, -0.81, 0.17], [-0.17, -0.03, -0.71], [-0.21, -0.04, -0.05], [-0.60, -0.71, 0.54], [-0.38, 0.33, -0.19], [-0.34, 0.05, 0.19], [-0.61, 0.07, 0.15], [0.76, -0.42, -0.60], [0.17, 0.24, 0.59], [0.22, -0.47, 0.77], [0.32, 0.55, -0.03], [-0.14, -0.60, -0.89], [0.14, -0.47, -0.28], [-0.30, 0.69, 0.85], [-0.32, -0.47, -0.25], [0.20, -0.03, 0.17], [0.29, 0.30, -0.52]],
  "lowdin_charge": [-0.18, -0.31, -0.28, -0.17, -0.20, 0.22, 0.13, 0.13, 0.02, 0.07, 0.02, 0.07, 0.15, 0.08, 0.11, 0.08, 0.09, 0.08, -0.03, -0.25, -0.22, -0.19, -0.10, 0.26, 0.17, 0.16, 0.16, 0.10, 0.09, 0.07, 0.15, 0.12, 0.13, 0.09, 0.09, 0.08, -0.17, -0.34, -0.47, -0.35, -0.59, 0.61, -0.40, -0.40, -0.41, -0.39, -0.06, -0.47, -0.13, -0.22, -0.16, -0.46, -0.02, -0.03, -0.03, -0.06, -0.04, 0.08, 0.08, 0.08, 0.11, 0.12, 0.11, 0.11, 0.11, 0.12, 0.06, 0.10, 0.09, 0.09, 0.09, 0.10, 0.06, 0.08, 0.08, -0.04, -0.53, -0.15, -0.19, -0.17, -0.45, -0.03, -0.03, -0.02, -0.06, -0.01, 0.10, 0.09, 0.08, 0.12, 0.12, 0.11, 0.10, 0.11, 0.12, 0.06, 0.08, 0.08, 0.09, 0.09, 0.07, 0.09, 0.07, 0.09, 0.57, -0.68, -0.74, 0.56, 0.06, 0.07, 0.07, 0.08, 0.49, -0.62, -0.59, 0.42, 0.07, 0.08, 0.08, 0.03, -1.52, 0.50, 0.48, 0.49, 0.01],
  "multiplicity": 3,
  "total_charge": -2,
  "total_energy_ev": -173246.288,
  "s_squared": 3.024
}

Which maximum force belongs to each record? In order, 1.8 5.6 eV Å⁻¹.